DFT (ωB97M-V/def2-TZVPD) results for C18H17CoN2O2SSe as an isolated structure at a distorted geometry.

Geometry (Å):
Co (2.047, 1.950, -0.246)
C (0.247, 3.266, 1.629)
C (0.357, 3.976, 0.435)
C (1.612, 4.322, -0.055)
C (2.773, 3.927, 0.632)
C (2.652, 3.165, 1.802)
C (1.386, 2.846, 2.300)
H (-0.735, 3.051, 2.017)
H (-0.532, 4.265, -0.103)
H (1.702, 4.932, -0.945)
H (3.741, 4.301, 0.318)
H (3.538, 2.906, 2.366)
H (1.303, 2.282, 3.218)
C (-4.342, -4.032, 0.061)
C (-3.458, -2.855, -0.213)
C (-3.182, -2.466, -1.519)
C (-2.406, -1.349, -1.773)
C (-1.894, -0.628, -0.714)
C (-2.169, -0.982, 0.592)
C (-2.946, -2.099, 0.839)
S (-0.854, 0.789, -1.052)
O (-0.465, 0.752, -2.436)
O (-1.547, 1.955, -0.575)
N (0.477, 0.638, -0.106)
C (1.335, -0.391, -0.201)
C (1.077, -1.681, -0.694)
C (2.081, -2.617, -0.634)
C (3.327, -2.267, -0.119)
C (3.529, -0.963, 0.285)
N (2.568, -0.048, 0.258)
H (-4.541, -4.588, -0.851)
H (-5.291, -3.679, 0.460)
H (-3.901, -4.702, 0.795)
H (-3.590, -3.032, -2.343)
H (-2.185, -1.019, -2.776)
H (-1.777, -0.374, 1.392)
H (-3.175, -2.386, 1.855)
H (0.120, -1.903, -1.134)
H (1.901, -3.622, -0.985)
H (4.119, -2.992, -0.044)
H (4.497, -0.637, 0.642)
Se (2.598, 1.988, -2.376)

Summary:
2S+1 = 5
LUMO energy (spin up / spin down) = 0.6002 / -0.8012 eV
Energy above the lowest of the compared OMol25 structures with the same formula, charge and spin = 36.9 kJ/mol